The following is a DFT calculation (ωB97M-V/def2-TZVPD) of a molecular structure, C13H28N4O7Sm.

HOMO energy (spin up / spin down), eV: -10.66 / -10.26
Spin multiplicity: 6
Total charge: +1
<S²>: 9.201
Calculated total energy, Eh: -1915.39525
Frontier orbital gap (spin up / spin down), eV: 6.45 / 6.10
Max |F|, hartree/bohr: 0.0824

Each line ends with the Mulliken charge.
CARTESIAN COORDINATES (ANGSTROEM)
O1 1.482 2.071 -2.391  -0.5743
H1 1.193 2.625 -3.140  0.3454
Sm1 0.268 0.838 -0.822  0.8522
N1 -1.083 -1.214 -1.467  0.7994
N2 -1.497 1.085 -2.411  0.0928
N3 1.328 -0.929 0.540  0.5530
N4 2.485 1.346 0.095  0.2287
O2 -0.762 -2.456 -1.164  -1.0012
O3 0.690 -2.091 0.850  -0.5724
O4 3.277 2.446 -0.273  -0.5441
O5 -1.475 2.194 -1.699  -0.7221
C1 -2.625 0.309 -2.324  0.2399
C2 -2.356 -1.024 -1.918  0.4057
C3 2.413 -0.674 1.293  0.4631
C4 3.053 0.593 1.039  0.2837
C5 -3.388 -2.099 -1.869  -1.3732
H2 -3.713 -2.283 -0.832  0.2477
H3 -2.992 -3.036 -2.281  0.3301
H4 -4.272 -1.808 -2.448  0.3829
C6 -3.971 0.873 -2.578  -1.3800
H5 -3.899 1.632 -3.366  0.3390
H6 -4.382 1.357 -1.679  0.2429
H7 -4.679 0.101 -2.899  0.4537
C7 2.948 -1.606 2.329  -1.6436
C8 4.315 0.986 1.724  -1.4800
H8 2.443 -2.572 2.263  0.4045
H9 2.795 -1.192 3.336  0.3300
H10 4.029 -1.747 2.197  0.3884
H11 4.559 2.027 1.499  0.4210
H12 5.143 0.344 1.385  0.3462
H13 4.222 0.853 2.810  0.3740
H14 0.076 -2.275 0.010  0.4867
H15 2.916 2.716 -1.143  0.3743
C9 1.484 0.525 -2.873  -0.7114
H16 0.460 0.181 -3.123  0.3757
H17 2.014 -0.091 -2.119  0.3493
H18 2.075 0.542 -3.790  0.5810
O6 1.161 -3.593 -2.960  -0.6784
H19 1.762 -4.183 -2.476  0.3028
H20 0.513 -3.281 -2.280  0.4078
C10 -2.167 0.422 3.219  -0.6366
C11 -1.003 1.334 3.649  -0.6368
C12 -0.436 1.916 2.358  -0.2719
O7 -0.887 1.036 1.279  -0.1454
C13 -1.970 0.150 1.728  -0.1833
H21 -2.194 -0.512 3.784  0.3128
H22 -3.122 0.931 3.362  0.2943
H23 -0.234 0.744 4.158  0.2624
H24 -1.326 2.119 4.334  0.3640
H25 -0.821 2.921 2.144  0.3729
H26 0.661 1.938 2.318  0.0905
H27 -1.663 -0.881 1.512  0.1957
H28 -2.848 0.391 1.112  0.2604